No. 1
The following is a DFT calculation (ωB97M-V/def2-TZVPD) of C6H9NO in the gas phase.

CARTESIAN COORDINATES (ANGSTROEM)
C: 1.01 0.25 -0.64
C: -0.07 -0.74 2.23
C: 0.54 -0.65 -1.74
C: -0.15 0.67 -1.47
C: 0.93 -0.18 1.11
C: -1.57 0.58 -0.81
N: -0.13 -0.81 3.40
O: -0.56 -0.83 4.51
H: 1.18 -0.65 -2.61
H: 0.02 -1.54 -1.60
H: 0.00 1.57 -1.99
H: 1.89 0.66 -0.72
H: 0.99 0.97 1.27
H: 1.77 -0.71 1.28
H: -2.10 1.55 -0.77
H: -1.55 -0.09 0.06
H: -2.19 -0.07 -1.52

Summary:
Relative energy (zero: lowest compared OMol25 entry of this formula, charge and spin)   149.9 kcal per mole
SMILES   C[C@@H]1C[C@@H]1CC#[N+][O-]
Total charge   0
E_LUMO   0.0201 Ha
Largest force on an atom   0.1548 Eh/bohr
HOMO-LUMO gap   9.872 eV

Löwdin population analysis, charges in e, atoms 1 to 8: atom 1 (C): -0.17, atom 2 (C): 0.03, atom 3 (C): -0.08, atom 4 (C): -0.29, atom 5 (C): -0.02, atom 6 (C): -0.05, atom 7 (N): -0.17, atom 8 (O): 0.01

***

No. 2
The following is a DFT calculation (ωB97M-V/def2-TZVPD) of a molecular structure, C36H24Cl5NOP2PtTe.

CARTESIAN COORDINATES (ANGSTROEM)
Pt: -1.46 -0.61 -1.25
Cl: -0.23 -7.60 -2.31
C: -0.90 -6.06 -1.94
C: -0.54 -4.94 -2.67
Cl: 0.60 -5.08 -3.96
C: -1.07 -3.69 -2.36
Cl: -0.59 -2.31 -3.30
C: -1.96 -3.51 -1.28
O: -2.46 -2.36 -0.92
C: -2.32 -4.67 -0.57
Cl: -3.41 -4.47 0.75
C: -1.81 -5.91 -0.88
Cl: -2.26 -7.29 0.04
Te: 2.69 1.39 0.56
C: 2.02 2.55 2.20
C: 0.77 3.15 2.18
C: 0.37 3.89 3.29
N: 1.12 4.07 4.37
C: 2.32 3.49 4.38
C: 2.81 2.73 3.33
C: 0.84 0.76 -0.06
P: -0.17 -0.53 0.50
C: -0.90 -0.19 2.10
C: -2.27 -0.02 2.26
C: -2.79 0.33 3.50
C: -1.94 0.50 4.58
C: -0.57 0.31 4.43
C: -0.05 -0.04 3.20
C: 0.61 -2.16 0.64
C: 1.47 -2.57 -0.38
C: 2.00 -3.85 -0.37
C: 1.66 -4.73 0.65
C: 0.79 -4.34 1.65
C: 0.26 -3.05 1.65
P: -0.12 1.18 -1.44
C: -0.78 2.86 -1.24
C: 0.04 3.96 -1.51
C: -0.37 5.24 -1.14
C: -1.60 5.42 -0.50
C: -2.41 4.32 -0.24
C: -2.00 3.05 -0.61
C: 0.78 1.24 -3.01
C: 1.97 0.54 -3.16
C: 2.60 0.48 -4.39
C: 2.03 1.10 -5.49
C: 0.83 1.79 -5.36
C: 0.20 1.85 -4.13
H: 0.10 3.02 1.34
H: -0.60 4.37 3.29
H: 2.92 3.64 5.27
H: 3.79 2.27 3.41
H: -2.93 -0.14 1.40
H: -3.86 0.46 3.62
H: -2.34 0.77 5.55
H: 0.10 0.45 5.27
H: 1.02 -0.19 3.08
H: 1.71 -1.88 -1.18
H: 2.66 -4.16 -1.17
H: 2.07 -5.73 0.65
H: 0.51 -5.03 2.44
H: -0.43 -2.76 2.43
H: 0.99 3.83 -2.00
H: 0.26 6.09 -1.34
H: -1.91 6.41 -0.21
H: -3.37 4.47 0.24
H: -2.63 2.19 -0.39
H: 2.42 0.06 -2.30
H: 3.53 -0.07 -4.50
H: 2.52 1.05 -6.46
H: 0.39 2.28 -6.22
H: -0.73 2.39 -4.03

Summary:
Relative energy (zero: lowest compared OMol25 entry of this formula, charge and spin)   2.8 kcal per mole
Total charge   0
E_LUMO   -0.0282 Ha
Largest force on an atom   0.0140 Eh/bohr
HOMO-LUMO gap   7.107 eV

Löwdin population analysis, charges in e, atoms 1 to 8: atom 1 (Pt): 0.72, atom 2 (Cl): 0.67, atom 3 (C): -0.72, atom 4 (C): -0.71, atom 5 (Cl): 0.69, atom 6 (C): -0.59, atom 7 (Cl): 0.71, atom 8 (C): -0.49

***

- The highest HOMO-LUMO gap belongs to which entry?
  C6H9NO

***

- What is the formula in the second record?
  C36H24Cl5NOP2PtTe

***

- Which of these has the highest relative energy (zero: lowest compared OMol25 entry of this formula, charge and spin)?
  C6H9NO